(1)
Formula: C15H39N13O27
Source: the Open Molecules 2025 dataset
Level of theory: ωB97M-V/def2-TZVPD

ORCA input file:
```
! RIJCOSX wB97M-V def2-TZVPD def2/J DEFGRID3
* xyz 0 1
C -2.39383 0.10525 -0.25606
O -2.11790 -0.44021 1.08177
C -0.80338 -0.39547 1.28378
O -0.00174 -1.06835 0.71305
O -0.31859 0.54115 2.26495
C 0.35729 1.45644 1.60177
N 0.68874 2.27222 0.85852
H -1.97083 1.10048 -0.36760
H -1.92784 -0.57662 -0.95505
H -3.46878 0.11334 -0.39167
C 1.00880 -0.60128 -3.61483
N -0.47009 -0.60634 -3.45855
O -0.98063 0.31742 -2.85280
O -1.08175 -1.52282 -3.96051
H 1.40449 0.27326 -3.11128
H 1.39453 -1.51806 -3.17815
H 1.21141 -0.56476 -4.68109
C -2.87076 2.88336 2.89571
N -3.02985 3.87472 1.80320
O -2.98911 5.05529 2.08116
O -3.20565 3.41369 0.69681
H -2.72119 3.41130 3.82998
H -3.77572 2.28329 2.92483
H -2.01328 2.26780 2.65409
C -0.01346 6.63870 2.11588
N 0.35951 5.88864 3.34701
O 0.28162 4.67784 3.31762
O 0.72292 6.54383 4.29848
H -0.31501 5.92519 1.35823
H -0.83204 7.30219 2.37576
H 0.86008 7.20128 1.80080
C 0.62222 -4.56551 1.29908
N 1.81209 -5.14099 0.61615
O 2.44933 -5.99152 1.20557
O 2.08261 -4.72762 -0.49150
H 0.52000 -5.03408 2.27130
H 0.78633 -3.49594 1.39592
H -0.24047 -4.76746 0.67117
C -0.40812 3.78526 -2.20185
N 0.75487 3.35470 -3.02483
O 1.48106 2.50180 -2.56177
O 0.90243 3.88848 -4.10552
H -0.39849 3.22035 -1.27625
H -0.29384 4.84896 -2.01507
H -1.30886 3.58644 -2.77522
C 3.37610 -7.97312 -1.34840
N 4.63863 -8.61266 -1.80804
O 5.09524 -8.26265 -2.87556
O 5.12936 -9.44239 -1.07262
H 3.05826 -7.25807 -2.09789
H 2.64015 -8.76134 -1.22004
H 3.58408 -7.47955 -0.40434
C 3.61396 -7.29963 3.87367
N 2.96795 -6.86473 5.14229
O 2.04832 -6.07203 5.05413
O 3.39511 -7.32173 6.17732
H 3.10237 -6.79369 3.06401
H 4.66157 -7.01830 3.92590
H 3.50829 -8.37844 3.80480
C 2.00652 7.19561 -3.91965
N 1.01457 7.80177 -2.98884
O 1.21828 8.92714 -2.59295
O 0.05737 7.11669 -2.68741
H 2.79536 7.91732 -4.09463
H 2.39102 6.29718 -3.44678
H 1.48331 6.94957 -4.83837
C -5.55276 6.19253 -1.34801
N -5.58470 4.70620 -1.32580
O -6.52079 4.16460 -0.77470
O -4.66278 4.13540 -1.86178
H -6.43225 6.56214 -0.83468
H -4.64151 6.50205 -0.84454
H -5.54354 6.50005 -2.38936
C -0.85753 -4.62799 6.61828
N -0.94088 -3.74341 5.42453
O -0.89050 -2.54628 5.59896
O -1.05934 -4.28457 4.34366
H -0.75979 -4.00540 7.49933
H -1.77011 -5.21546 6.65040
H 0.01337 -5.26582 6.48785
C 5.39606 -3.66364 -0.60359
N 5.81064 -2.78193 0.52068
O 6.32283 -1.71848 0.24924
O 5.59982 -3.19573 1.64204
H 5.64048 -3.17255 -1.53800
H 5.93716 -4.59931 -0.49904
H 4.32622 -3.82732 -0.51527
C -4.95363 1.24112 -4.30739
N -5.17639 2.16559 -5.45357
O -5.18679 3.35528 -5.22132
O -5.33177 1.66051 -6.54459
H -4.83306 1.83478 -3.40712
H -5.82283 0.59401 -4.23986
H -4.05866 0.66440 -4.52305
*
```

As for the LUMO energy: -0.516 eV. As for the HOMO-LUMO gap: 10.517 eV. The calculation puts the energy relative to the best compared isomer or geometry (same formula, charge and spin) at 0.000 eV. The value obtained for the electronic energy is -3337.0610 Eh. As for the HOMO energy: -0.4054 hartree.


(2)
Formula: CH2P2S
Source: the Open Molecules 2025 dataset
Level of theory: ωB97M-V/def2-TZVPD

ORCA input file:
```
! RIJCOSX wB97M-V def2-TZVPD def2/J DEFGRID3
* xyz 0 3
C -0.14054 0.61352 0.31744
P 0.47080 -0.78511 -0.21771
P 3.41208 1.04867 0.07284
S 3.54356 -0.86469 -0.03856
H 0.41356 1.51563 0.04876
H -0.73867 -1.59512 0.11313
*
```

As for the LUMO energy (spin up / spin down): -1.738 / -1.949 eV. As for the HOMO-LUMO gap (spin up / spin down): 5.953 / 7.767 eV. The calculation puts the energy relative to the best compared isomer or geometry (same formula, charge and spin) at 1.183 eV. The value obtained for the electronic energy is -1120.0111 Eh. As for the HOMO energy (spin up / spin down): -0.2826 / -0.3570 hartree.


(3)
Formula: C22H28AlBeCl3F6KLiN8O16PS3
Source: the Open Molecules 2025 dataset
Level of theory: ωB97M-V/def2-TZVPD

ORCA input file:
```
! RIJCOSX wB97M-V def2-TZVPD def2/J DEFGRID3
* xyz 1 1
C -1.44758 1.57171 2.85219
C -1.70995 3.07816 2.38433
C -1.90342 3.27489 0.79212
C -0.61442 2.92852 -0.09909
C 0.57423 3.88027 0.50274
C -0.21792 1.41688 -0.28361
C -1.17302 0.17097 -0.12486
N -2.59935 0.35614 0.21496
C -3.18473 0.54171 -0.92850
S -3.89364 0.89486 -2.41409
C -0.68483 -1.31350 -0.34849
P -1.98683 -2.70781 -0.15343
O -1.92471 -3.69681 -1.35929
C 0.79861 -1.65714 -0.74577
C 1.28994 -3.16520 -0.99764
N 1.67977 -3.91672 0.22124
C 1.77030 -0.44478 -0.92759
C 1.21841 1.03211 -0.70845
C 2.51633 1.85104 -1.06533
O 2.75148 3.01852 -1.43892
N 3.69479 0.97224 -0.99458
C 4.67848 1.21540 0.09139
C 4.32652 0.87185 1.55714
C 5.50083 1.21998 2.50070
C 6.81182 1.78497 1.90552
N 7.18552 2.11991 0.54616
C 6.04503 1.81607 -0.25512
C 3.34678 -0.42056 -1.32893
O 4.06551 -1.32265 -1.79423
H -2.35224 0.86941 2.70874
H -1.28720 1.60766 3.99868
H -0.47325 1.12472 2.43195
H -0.88212 3.72523 2.83236
H -2.69053 3.42376 2.87985
H -2.06655 4.41795 0.66350
H -2.89316 2.81721 0.40332
H -0.81951 3.36877 -1.15470
H 1.03634 4.45126 -0.38958
H 0.15086 4.70662 1.18548
H 1.37596 3.24413 1.00287
H -1.87940 -3.38871 1.09968
H -3.29151 -2.08837 -0.24030
H 2.24145 -3.08207 -1.65094
H 0.54879 -3.77478 -1.64054
H 2.59387 -3.61334 0.57944
H 0.95088 -3.91474 0.94610
H 3.33569 0.44377 1.91130
H 5.40047 1.06015 3.62769
H 7.67240 1.98854 2.69140
H 6.18993 2.07445 -1.37139
Li -3.38274 3.49628 -2.93314
N 3.21698 -6.07453 3.74243
S 1.66639 -6.30628 3.64425
O 0.87781 -5.23765 3.06105
O 1.03096 -7.06902 4.69072
F 1.63409 -7.37512 2.45734
S 3.57095 -4.98760 4.81835
O 4.93659 -4.51367 4.71971
O 3.09787 -5.17785 6.16800
F 2.75507 -3.70091 4.33803
C 0.94403 -10.56716 1.60065
Cl 0.75443 -10.91240 3.32509
Cl 2.32408 -11.45245 0.93452
Cl -0.53688 -10.97063 0.71874
H 1.13298 -9.50179 1.48415
F -4.82927 2.93187 2.72418
Al -6.18659 2.18719 1.85595
F -5.99618 2.47940 0.10536
F -7.71017 2.89870 2.41064
F -6.19867 0.44267 2.16139
O -5.66876 5.66738 -3.79541
H -5.44590 6.62007 -3.90812
H -6.02795 5.27475 -4.64208
H -6.29155 5.52995 -3.04217
N 2.53626 6.20545 -1.78121
O 3.62062 5.65649 -1.57550
O 1.92681 6.77773 -0.81569
O 2.03597 6.20827 -2.90311
K 8.59552 -0.08422 1.99759
C -8.26316 4.30191 -7.65969
N -7.27281 4.47450 -6.56467
O -6.78197 3.47102 -6.08320
O -7.01610 5.62545 -6.21827
H -8.38706 3.23858 -7.85544
H -9.20128 4.74561 -7.32680
H -7.87290 4.81402 -8.53911
Be 2.99206 7.84250 0.24889
N 3.41108 -7.94798 -0.41960
O 3.88180 -7.98436 -1.55769
O 2.34863 -8.51979 -0.17394
O 4.00382 -7.33908 0.47233
*
```

As for the LUMO energy: -7.906 eV. As for the HOMO-LUMO gap: 0.900 eV. The value obtained for the electronic energy is -6876.2799 Eh. As for the HOMO energy: -0.3236 hartree.


(4)
Formula: C31H42N3
Source: the Open Molecules 2025 dataset
Level of theory: ωB97M-V/def2-TZVPD

ORCA input file:
```
! RIJCOSX wB97M-V def2-TZVPD def2/J DEFGRID3
* xyz 1 1
C -1.72656 7.40055 8.28597
N -0.51068 6.81174 7.76160
C 0.50800 6.71092 8.81558
C 1.88085 6.39480 8.25936
C 1.81389 5.19569 7.29945
C 0.65024 5.25323 6.36518
C 0.68346 4.42414 5.24271
C -0.27042 4.54341 4.22527
C -0.45300 3.34999 3.18360
C -1.25686 3.84848 1.99610
C -2.58832 4.29835 2.06137
C -3.29934 4.67096 0.92684
C -2.69404 4.47678 -0.34465
C -1.34566 4.05901 -0.42996
C -0.65801 3.75006 0.73917
C -0.65838 3.91127 -1.74499
C -1.44101 4.50092 -2.92526
C -2.91647 4.20413 -2.78221
N -3.43056 4.62201 -1.49318
C -4.86693 4.72912 -1.42953
C -1.01914 1.88778 3.48716
C -2.56435 1.74169 3.44630
C -3.17438 0.32743 3.76186
C -2.43273 -0.74586 2.98321
C -0.91809 -0.68483 3.12682
C -0.29985 0.66231 3.28830
N 1.07024 0.47300 3.46786
C 1.50858 -0.90101 3.36794
C 3.04446 -0.80454 3.36064
C 3.42240 0.68970 3.42276
C 2.08364 1.49134 3.41348
C -1.18833 5.59282 4.34821
C -1.36656 6.34365 5.51987
C -0.43406 6.14719 6.57400
H -2.55591 7.34863 7.57395
H -2.02401 6.88632 9.22306
H -1.53605 8.45868 8.55982
H 0.50458 7.67444 9.35892
H 0.19287 5.92170 9.53257
H 2.27998 7.28229 7.74620
H 2.54332 6.15864 9.09702
H 2.76857 5.11807 6.74684
H 1.72421 4.27397 7.90327
H 1.52930 3.74254 5.11998
H 0.57176 3.20351 2.82996
H -3.12078 4.40647 3.02302
H -4.27573 5.16952 0.98392
H 0.39829 3.48264 0.69307
H 0.35473 4.34298 -1.71740
H -0.51816 2.83202 -1.91552
H -1.08267 4.06291 -3.85906
H -1.29073 5.58730 -2.96341
H -3.10593 3.13007 -2.93990
H -3.50124 4.74862 -3.52652
H -5.16265 5.58988 -0.81555
H -5.21787 4.87927 -2.45281
H -5.34700 3.82294 -1.02048
H -0.65200 2.39883 4.59598
H -2.92284 1.96463 2.42234
H -3.03508 2.51948 4.08702
H -4.23316 0.38453 3.48661
H -3.15472 0.16245 4.84462
H -2.73432 -1.73761 3.35132
H -2.64970 -0.65927 1.92818
H -0.64201 -1.21402 4.06810
H -0.47202 -1.23372 2.27419
H 1.16245 -1.52915 4.18611
H 1.17385 -1.35394 2.42938
H 3.45840 -1.39210 4.21114
H 3.42195 -1.30162 2.43626
H 3.97883 0.91222 4.33717
H 4.05012 0.97830 2.57532
H 1.99394 2.08690 2.47218
H 2.04860 2.21476 4.26505
H -1.74590 5.87413 3.47242
H -2.11709 7.11681 5.57850
*
```

As for the LUMO energy: -3.414 eV. As for the HOMO-LUMO gap: 5.974 eV. The calculation puts the energy relative to the best compared isomer or geometry (same formula, charge and spin) at 3.346 eV. The value obtained for the electronic energy is -1370.4004 Eh. As for the HOMO energy: -0.3450 hartree. As for the SMILES: CN1CCCc2cc(C(c3ccc4c(c3)CCCN4C)[C@H]3CCCCC3=[N+]3CCCC3)ccc21.